w) A single C5H5ClO2 molecule. Source: the Open Molecules 2025 dataset; level of theory: the ωB97M-V functional and the def2-TZVPD basis.

SMILES   C[C@@]1(Cl)C=CC(=O)O1
Multiplicity   1
LUMO energy   -0.145 eV

CARTESIAN COORDINATES (ANGSTROEM)
C -1.100 0.803 1.125
C 0.146 0.372 1.143
C -1.801 0.566 -0.099
C 0.296 -0.470 -0.190
C 1.534 -0.333 -1.067
O -2.947 0.763 -0.343
O -0.966 -0.151 -0.899
Cl 0.124 -2.265 0.330
H -1.642 1.265 1.972
H 0.909 0.399 1.998
H 1.197 -0.945 -1.964
H 2.528 -0.602 -0.485
H 1.723 0.598 -1.522



x) A single C5H5ClO2 molecule. Source: the Open Molecules 2025 dataset; level of theory: the ωB97M-V functional and the def2-TZVPD basis.

SMILES   C=C(C=O)C(=O)CCl
Multiplicity   1
LUMO energy   -1.117 eV

CARTESIAN COORDINATES (ANGSTROEM)
C -1.037 -1.505 -0.124
C 0.281 -0.840 0.313
C 0.517 0.626 0.207
C 1.645 1.183 0.526
C -0.537 1.394 -0.440
H -0.903 -2.513 0.237
H -1.849 -1.258 0.484
H 2.381 0.555 1.084
H 1.775 2.150 0.173
H -1.448 0.810 -0.696
O 1.039 -1.778 0.727
O -0.438 2.586 -0.666
Cl -1.429 -1.410 -1.824



Stability summary - winner: w); margin: 115.5 kJ/mol.



w) 3 unconnected molecules or ions with the total composition C4H16N2O2. Source: the Open Molecules 2025 dataset; level of theory: the ωB97M-V functional and the def2-TZVPD basis.

SMILES   CC(C)NCN.O.O
Multiplicity   1
LUMO energy   0.747 eV

CARTESIAN COORDINATES (ANGSTROEM)
C -1.206 1.553 -0.438
C 0.332 1.451 -0.552
C 1.045 2.805 -0.481
N 0.854 0.566 0.497
C 0.767 -0.854 0.229
N 1.838 -1.460 -0.527
H -1.575 2.534 -0.749
H -1.506 1.317 0.582
H -1.631 0.787 -1.096
H 0.539 0.983 -1.519
H 1.322 2.990 0.552
H 0.371 3.625 -0.722
H 1.917 2.824 -1.138
H 1.773 0.838 0.839
H -0.159 -1.048 -0.308
H 0.703 -1.367 1.186
H 2.049 -1.098 -1.442
H 2.666 -1.728 -0.022
H -0.341 -3.420 -0.940
H -1.236 -3.224 0.362
O -1.213 -3.225 -0.596
H -2.810 -2.279 2.373
H -2.188 -0.846 2.139
O -2.313 -1.723 1.772



x) 3 unconnected molecules or ions with the total composition C4H16N2O2. Source: the Open Molecules 2025 dataset; level of theory: the ωB97M-V functional and the def2-TZVPD basis.

SMILES   CNCCCN.O.O
Multiplicity   1
LUMO energy   0.718 eV

CARTESIAN COORDINATES (ANGSTROEM)
C -1.269 -1.028 1.500
C -1.609 0.420 1.242
C -0.896 1.068 0.022
C 1.138 2.031 -1.002
N 0.389 1.675 0.279
N 0.223 -1.397 1.405
H -1.544 -1.199 2.576
H -1.834 -1.756 1.000
H -1.299 1.126 2.116
H -2.685 0.562 1.209
H -0.939 0.275 -0.787
H -1.626 1.927 -0.367
H 1.109 1.273 -1.719
H 2.189 2.162 -0.760
H 0.763 3.013 -1.273
H 0.949 0.996 0.783
H 0.672 -1.193 0.531
H 0.670 -0.891 2.165
H 0.139 -0.702 -1.526
H -0.751 -1.957 -1.277
O -0.336 -1.378 -1.948
H 1.929 -1.236 -1.990
H 2.343 -2.339 -1.030
O 2.274 -1.452 -1.147



Stability summary - winner: w); margin: 114.9 kJ/mol.



w) A molecular structure, C4H4Br2. Source: the Open Molecules 2025 dataset; level of theory: the ωB97M-V functional and the def2-TZVPD basis.

Multiplicity   1
LUMO energy (spin up / spin down)   0.176 / -2.739 eV

CARTESIAN COORDINATES (ANGSTROEM)
C -0.709 -2.277 -0.834
C 0.166 -1.554 -0.250
C -1.064 -0.874 -0.852
C 1.621 1.960 1.259
Br -1.052 0.167 -2.486
Br -2.551 -0.158 0.219
H -0.900 -3.261 -1.115
H 0.502 1.812 1.442
H 2.333 1.195 1.523
H 1.655 2.991 1.096



x) A molecular structure, C4H4Br2. Source: the Open Molecules 2025 dataset; level of theory: the ωB97M-V functional and the def2-TZVPD basis.

Multiplicity   1
LUMO energy   -1.127 eV

CARTESIAN COORDINATES (ANGSTROEM)
C 0.947 0.124 -0.403
C 1.623 -0.998 -0.261
C 0.271 1.194 -0.706
C -2.280 0.407 0.908
Br -1.696 -0.423 2.434
Br -3.171 -0.647 -0.317
H 2.362 -1.115 0.464
H 1.326 -2.013 -0.564
H 0.851 1.648 -1.489
H -0.234 1.824 -0.066



Stability summary - winner: x); margin: 183.3 kJ/mol.



w) A single C18H21NO5S molecule. Source: the Open Molecules 2025 dataset; level of theory: the ωB97M-V functional and the def2-TZVPD basis.

SMILES   COc1ccc(S(=O)(=O)Cc2ccc(C(=O)NC3CCCC3)o2)cc1
Multiplicity   1
LUMO energy   0.460 eV

CARTESIAN COORDINATES (ANGSTROEM)
C -2.336 -3.869 0.675
H -1.692 -4.750 0.608
H -2.652 -3.566 -0.328
H -3.215 -4.108 1.271
O -1.694 -2.814 1.356
C -0.528 -2.328 0.869
C 0.060 -2.731 -0.329
C 1.262 -2.169 -0.725
C 1.875 -1.225 0.072
C 1.302 -0.813 1.263
C 0.099 -1.355 1.657
H -0.377 -1.054 2.576
H 1.816 -0.084 1.870
S 3.417 -0.497 -0.470
O 4.064 -1.388 -1.396
O 4.158 -0.044 0.673
C 2.879 1.003 -1.425
C 2.009 1.797 -0.551
C 2.299 2.748 0.388
C 1.078 3.071 1.016
C 0.120 2.291 0.426
C -1.329 2.228 0.684
O -1.872 2.943 1.504
N -1.981 1.315 -0.071
H -1.453 0.759 -0.726
C -3.415 1.145 -0.035
H -3.764 1.822 0.747
C -4.046 1.464 -1.410
H -3.265 1.789 -2.097
C -4.693 0.162 -1.899
H -5.752 0.149 -1.639
C -3.969 -0.937 -1.125
H -2.993 -1.135 -1.576
H -4.535 -1.867 -1.100
C -3.797 -0.314 0.257
H -4.748 -0.340 0.790
H -3.047 -0.810 0.868
H -4.608 0.041 -2.978
H -4.774 2.269 -1.335
O 0.687 1.510 -0.533
H 0.911 3.781 1.799
H 3.265 3.156 0.598
H 2.367 0.627 -2.306
H 3.792 1.525 -1.692
H 1.745 -2.472 -1.640
H -0.402 -3.480 -0.952



x) A single C18H21NO5S molecule. Source: the Open Molecules 2025 dataset; level of theory: the ωB97M-V functional and the def2-TZVPD basis.

SMILES   CCOc1ccccc1C(=O)N(Cc1ccco1)[C@@H]1CCS(=O)(=O)C1
Multiplicity   1
LUMO energy   0.556 eV

CARTESIAN COORDINATES (ANGSTROEM)
C -0.689 -1.100 -4.631
C -0.989 -0.824 -3.166
H -0.058 -0.594 -2.630
H -1.456 -1.700 -2.702
O -1.867 0.285 -3.119
C -2.411 0.712 -1.953
C -3.413 1.676 -2.112
C -4.051 2.234 -1.027
C -3.705 1.840 0.258
C -2.714 0.898 0.430
C -2.047 0.331 -0.658
C -1.040 -0.723 -0.315
O -1.329 -1.904 -0.275
N 0.213 -0.286 0.002
C 0.584 1.116 0.020
C 0.858 1.621 1.401
C 1.992 2.104 1.986
C 1.647 2.414 3.325
C 0.333 2.093 3.453
O -0.154 1.615 2.296
H -0.345 2.155 4.281
H 2.293 2.815 4.078
H 2.952 2.234 1.529
H -0.248 1.679 -0.413
H 1.471 1.277 -0.601
C 1.166 -1.304 0.422
C 2.616 -1.008 0.108
H 2.889 -1.164 -0.930
H 2.945 -0.038 0.466
S 3.493 -2.243 1.143
O 4.498 -1.571 1.919
O 3.915 -3.354 0.338
C 2.077 -2.713 2.199
C 1.093 -1.598 1.933
H 1.379 -0.710 2.498
H 0.074 -1.878 2.203
H 2.414 -2.770 3.228
H 1.725 -3.679 1.850
H 0.865 -2.220 -0.104
H -2.431 0.584 1.423
H -4.205 2.264 1.115
H -4.824 2.971 -1.181
H -3.670 1.963 -3.120
H -0.232 -0.226 -5.090
H -0.011 -1.944 -4.715
H -1.609 -1.327 -5.161



Stability summary - winner: w); margin: 51.3 kJ/mol.



w) A molecular structure, C4H6AgClF3O2. Source: the Open Molecules 2025 dataset; level of theory: the ωB97M-V functional and the def2-TZVPD basis.

Charge   -1
Multiplicity   1
LUMO energy   -1.871 eV

CARTESIAN COORDINATES (ANGSTROEM)
Ag -1.698 2.582 6.724
C -0.018 -0.786 0.599
O -0.456 0.105 -0.452
O -0.740 -0.439 1.730
C -0.013 -2.301 0.057
F -0.325 -3.195 1.012
F -0.718 -2.571 -1.006
F 1.317 -2.617 -0.213
C 0.225 -0.006 -1.765
C -0.479 0.996 -2.679
H -0.333 1.987 -2.250
H -0.022 0.996 -3.669
H -1.561 0.931 -2.791
H 0.151 -0.973 -2.263
H 1.276 0.269 -1.683
H 1.002 -0.488 0.842
Cl 2.393 5.511 7.807



x) A molecular structure, C4H6AgClF3O2. Source: the Open Molecules 2025 dataset; level of theory: the ωB97M-V functional and the def2-TZVPD basis.

Charge   -1
Multiplicity   1
LUMO energy   3.019 eV

CARTESIAN COORDINATES (ANGSTROEM)
Ag -11.232 7.074 -6.168
C -12.143 3.789 -6.174
O -12.927 3.858 -7.402
O -11.466 4.848 -5.887
C -13.099 3.273 -5.058
F -13.377 4.205 -4.124
F -14.269 2.772 -5.475
F -12.485 2.260 -4.385
C -13.749 4.985 -7.557
C -14.021 5.164 -9.045
H -14.344 4.237 -9.515
H -14.747 5.967 -9.209
H -13.124 5.545 -9.541
H -13.290 5.910 -7.202
H -14.733 4.850 -7.081
H -11.470 2.949 -6.424
Cl -12.142 8.892 -7.755



Stability summary - winner: x); margin: 576.5 kJ/mol.